No. 1
C30H70N10O10 | wB97M-V/def2-TZVPD

Geometry as XYZ:
```
120
Properties=species:S:1:pos:R:3:forces:R:3:lowdin_charge:R:1
O 1.668855 6.268468 1.407477 -2.792 -0.215 -0.932 -0.04
O -1.765225 -3.600722 2.262907 0.451 0.602 0.405 -0.02
O -1.414475 2.502928 -2.779843 -1.047 1.428 -0.797 -0.05
O 2.044505 -0.988512 -7.150483 -0.554 -0.688 -0.317 0.01
O 3.132365 -1.104112 -0.747983 0.099 0.381 -0.665 -0.01
O 5.550615 2.097468 -2.733573 0.214 -1.045 0.712 -0.01
O 0.488065 -5.303122 5.863407 -0.012 -0.572 1.032 0.02
O -3.558595 -3.175592 -4.306753 -0.475 -1.285 0.509 0.03
O -4.753555 2.212618 2.554047 0.241 -0.072 -1.403 -0.01
O 1.703525 1.379938 5.209137 2.718 0.482 -0.832 -0.03
N -2.984035 -5.415262 2.999997 1.478 -1.620 -1.217 -0.16
N -3.973835 0.165158 3.053317 0.501 0.045 -1.607 -0.20
N -2.532955 -1.367012 -5.223693 1.036 -0.525 1.847 -0.18
N 6.336825 0.924488 -0.879703 -0.213 1.534 -1.575 -0.18
N 0.152455 -3.042652 5.641997 -1.076 0.087 1.837 -0.17
N -3.621785 2.431628 -3.223793 -1.420 1.343 -1.377 -0.15
N 0.952965 -0.703262 -0.417143 -1.253 -2.088 1.030 -0.17
N 0.072555 5.042978 0.308747 0.206 -2.761 -2.948 -0.15
N 2.541665 0.648648 -5.696153 0.866 -1.770 0.721 -0.22
N 3.318005 1.365418 3.566997 0.100 1.197 -1.115 -0.17
C -3.271595 -1.294212 -6.495323 -0.415 -1.115 0.614 -0.05
C 2.888535 1.490508 4.803167 -3.066 -1.165 1.807 -0.34
C -4.552205 0.271678 4.357037 0.819 0.116 0.787 -0.07
C 0.486335 -4.275862 5.236297 -0.348 -0.276 -0.781 -0.38
C -4.218385 1.187448 2.153267 -0.280 -0.521 2.502 -0.32
C -0.349825 -0.161052 -0.785213 0.705 1.854 -0.003 -0.05
C 3.733535 1.167718 -5.069603 0.000 0.616 1.108 -0.06
C -0.350455 -2.688462 6.996337 0.943 -0.468 0.478 -0.03
C -3.937025 1.108598 -2.666993 -1.012 0.025 -0.168 -0.03
C -2.123645 -4.739432 2.092937 -1.965 -0.940 1.340 -0.28
C -4.643325 3.112998 -4.092113 -0.539 -0.882 0.566 -0.04
C 2.524895 1.171858 2.348197 1.467 -0.926 -0.566 -0.01
C -2.422995 3.036318 -3.285423 1.937 -2.593 1.474 -0.33
C 6.338465 2.059228 0.086877 -0.751 -1.028 -0.696 -0.01
C -3.512975 -6.799022 2.772387 0.358 0.137 -1.047 -0.06
C 1.615805 1.615758 -6.206603 1.020 0.485 0.094 -0.05
C -1.256645 4.437438 0.421237 -0.686 0.756 0.125 -0.06
C -1.447335 -0.366662 -5.071533 -1.036 0.486 -2.440 -0.06
C 4.760985 1.518218 3.418507 0.462 -0.148 -1.008 -0.07
C 5.882065 1.053288 -2.173433 0.320 1.345 0.691 -0.32
C -3.400655 -4.871922 4.276867 -0.161 1.082 -0.282 -0.07
C 2.661245 -0.595272 -6.186313 -0.514 0.014 -0.736 -0.37
C 1.042365 4.509168 -0.760473 -0.342 0.791 0.927 0.00
C -2.658105 -2.391732 -4.274873 -0.192 2.463 -2.036 -0.34
C 6.652555 -0.408052 -0.451233 -0.277 0.248 1.351 -0.07
C 0.877075 -1.378862 0.881617 0.744 -0.163 0.422 -0.06
C 0.473265 5.919748 1.202077 3.539 0.273 2.493 -0.35
C 2.073295 -0.620412 -1.126073 0.114 0.023 0.544 -0.34
C 0.109925 -1.956302 4.711667 1.236 0.358 0.315 -0.06
C -3.305145 -1.090042 2.559767 -1.425 1.456 0.107 -0.04
H -0.466745 -0.447022 -4.602403 -0.460 -1.218 0.650 0.08
H -0.198795 0.817478 -0.329413 -1.508 0.468 0.129 0.09
H 5.765035 -0.780322 0.060447 -0.006 -0.725 -0.157 0.08
H 6.978045 -1.036272 -1.280393 -0.158 0.032 0.184 0.09
H 7.332285 2.229738 0.500817 -0.038 0.027 -0.095 0.09
H 3.845095 0.898558 -4.019263 -0.577 0.328 0.216 0.06
H -5.566275 3.396578 -3.586313 0.195 -0.016 0.652 0.08
H 3.815315 1.519978 5.396807 -0.744 0.424 1.116 0.13
H 0.260335 -0.779582 1.551397 -0.394 -0.178 -0.139 0.07
H 3.107475 0.406188 1.835887 0.179 -0.003 -0.575 0.07
H 5.912705 2.955828 -0.363603 0.451 -0.118 -0.408 0.09
H 0.881475 -1.237882 4.988607 -0.109 0.440 0.164 0.08
H -3.198745 0.581798 -2.062403 0.464 0.730 -0.323 0.08
H 2.081715 4.641358 -0.459873 -0.234 0.700 0.296 0.07
H -1.219085 -0.338692 -6.136993 0.819 1.060 -0.040 0.07
H -4.839685 1.169658 -2.059053 0.041 0.460 0.348 0.09
H 0.751005 1.167158 -6.695443 0.210 0.137 0.189 0.08
H -5.015655 2.452338 -4.875063 0.446 -0.186 -0.235 0.08
H 2.234125 2.224568 -6.866253 -0.650 0.345 -0.690 0.09
H -1.762435 4.967918 1.227997 0.024 -0.297 0.254 0.08
H -4.258475 4.029638 -4.539073 0.228 -0.297 0.081 0.08
H 1.028545 3.438438 -0.964043 -1.055 -0.041 0.277 0.07
H -0.855495 -1.458002 4.799737 -0.057 -0.051 -0.793 0.09
H -3.773795 -0.027052 5.059137 -0.245 -0.355 0.333 0.08
H -1.857675 -2.288582 -3.525963 -0.065 -0.314 0.212 0.13
H 2.553485 2.043058 1.693767 -0.315 0.202 0.245 0.10
H 5.882415 0.074468 -2.677543 -0.078 0.057 -0.131 0.13
H -4.753965 1.315388 4.598017 -0.219 -0.155 -0.274 0.08
H 1.823655 -1.474592 1.413507 0.341 0.308 -0.591 0.08
H 0.307775 -1.935562 7.429907 -0.174 0.507 -0.345 0.09
H 1.556665 0.671498 2.364297 -0.071 0.787 1.110 0.07
H 5.108105 2.248068 2.687127 -0.783 -0.156 -0.660 0.07
H 5.302665 1.962548 4.253527 -0.591 -0.688 0.684 0.09
H -2.437405 3.977808 -3.856033 0.290 -0.087 0.302 0.13
H 4.695585 0.822998 -5.448713 -0.204 0.206 -0.866 0.09
H 0.853175 5.059448 -1.682163 0.066 -0.151 0.002 0.08
H 5.129305 0.527338 3.152797 0.636 0.140 0.009 0.10
H -4.517775 -6.814702 2.350197 -0.252 0.456 0.224 0.08
H -4.396415 -4.470682 4.088237 -0.318 -0.022 0.666 0.09
H -3.895125 0.965378 1.124497 0.041 0.209 -0.016 0.13
H -1.864305 -5.227282 1.140597 -0.277 -0.718 0.399 0.14
H -1.320115 3.364308 0.601427 0.743 -0.038 0.277 0.08
H 0.720035 -4.317852 4.161207 0.181 0.353 -0.155 0.13
H -3.387175 -5.591382 5.095587 -0.130 -0.288 -0.372 0.09
H -0.295075 -3.449082 7.775117 0.242 -0.794 -0.749 0.08
H -4.286415 0.426208 -3.441833 0.479 -0.022 -0.480 0.08
H 7.427305 -0.348092 0.313147 0.304 -0.146 -0.176 0.09
H -1.389265 -2.365152 7.063057 -0.015 0.280 -0.728 0.08
H 3.372355 -1.243232 -5.650893 0.165 0.165 0.061 0.14
H -3.670225 -0.319562 -6.776823 0.400 0.286 0.439 0.08
H -0.555815 0.067858 -1.830803 0.560 -0.418 -0.233 0.06
H -2.292915 -0.831252 2.249107 -0.134 -0.396 -0.242 0.07
H 1.420395 2.248928 -5.341153 -0.830 0.113 -0.178 0.09
H -2.953875 -7.387522 2.044947 0.517 0.532 -0.221 0.08
H -3.524835 -7.479702 3.623637 0.181 0.720 0.556 0.08
H 5.627005 1.823558 0.878337 0.261 -0.234 0.150 0.04
H -0.313805 6.120998 1.945187 -0.004 0.562 -0.178 0.13
H -1.211125 -0.694862 -0.383573 0.421 -0.184 0.203 0.09
H 0.526685 -2.410112 0.838677 -0.524 0.128 -0.302 0.09
H 3.589325 2.242808 -5.176763 0.914 0.043 0.415 0.09
H -1.880245 0.589338 -4.776973 0.095 0.097 0.072 0.06
H 0.466065 -2.342492 3.756617 -0.894 0.199 -0.352 0.07
H -4.006755 -1.360172 1.770547 0.822 -0.704 -0.548 0.09
H 1.875065 0.006378 -2.009273 0.616 -0.177 -0.432 0.14
H -2.790165 -4.041212 4.630877 0.269 0.019 -0.443 0.07
H -2.685455 -1.692552 -7.323483 0.306 0.173 -0.012 0.09
H -4.140995 -1.947782 -6.423813 0.049 -0.064 0.219 0.08
H -3.276065 -1.923762 3.261307 -0.055 0.506 0.244 0.06
H -5.451845 -0.333892 4.466797 -0.041 -0.044 0.089 0.09
H -1.948175 4.578168 -0.409473 0.528 0.327 -0.614 0.07
```
Forces are in eV/Å.

- molecular weight (u) = 730.9
- energy relative to the best compared isomer or geometry (same formula, charge and spin) (kJ/mol) = 1052.3
- HOMO-LUMO gap (eV) = 9.269
- multiplicity = 1

No. 2
C3F5N | wB97M-V/def2-TZVPD

Geometry as XYZ:
```
9
Properties=species:S:1:pos:R:3:forces:R:3:lowdin_charge:R:1
F 2.198502 -0.961077 -0.574668 -0.856 0.124 1.268 0.10
F -1.685176 -0.852724 -1.199341 0.337 -0.989 -0.136 0.21
F 2.108347 1.166521 -0.354813 -0.610 -0.316 0.716 0.10
F -2.204344 -0.344798 0.847764 -0.254 0.070 -0.399 0.16
F -1.634481 1.170061 -0.637855 -0.542 0.934 0.077 0.18
N 0.788006 -0.044372 1.302616 0.511 -0.356 0.379 0.31
C -1.415053 -0.057752 -0.197294 0.404 0.684 1.458 -0.61
C 0.016887 -0.031974 0.296999 2.823 -0.671 -2.242 0.00
C 1.472263 0.025773 0.017562 -1.812 0.519 -1.121 -0.45
```
Forces are in eV/Å.

- molecular weight (u) = 145.0
- energy relative to the best compared isomer or geometry (same formula, charge and spin) (kJ/mol) = 29.6
- HOMO-LUMO gap (eV) = 11.023
- multiplicity = 1

No. 3
C5H10N3 | wB97M-V/def2-TZVPD

Geometry as XYZ:
```
18
Properties=species:S:1:pos:R:3:forces:R:3:lowdin_charge:R:1
N 2.351745 0.559531 -1.233568 1.551 -0.428 -1.896 0.14
N 0.677537 -1.014834 -1.270936 0.709 0.504 -0.084 -0.05
N -2.776454 0.145928 0.942034 0.391 0.957 -0.093 0.22
C 0.517865 -2.212383 -1.507179 -0.910 -2.359 -1.695 0.02
C -0.446759 0.847288 0.944441 1.795 0.495 -2.542 -0.11
C 1.360433 -0.162094 -0.625844 -0.734 0.152 1.000 -0.42
C 0.917982 0.011033 0.808969 -1.319 0.659 -0.945 -0.04
C -1.609588 0.264689 0.334826 -3.045 -1.472 1.705 -0.01
H 3.116364 1.025348 -0.759859 -0.630 -0.105 0.645 0.10
H -0.586984 1.167266 1.906736 -0.670 0.249 2.782 0.09
H -1.627759 -0.265130 -0.567674 0.711 -0.402 -1.598 0.13
H -0.280020 -2.462387 -2.267852 0.235 0.384 0.784 0.03
H 0.844710 -0.944913 1.388913 0.236 0.761 -0.706 0.15
H -0.309371 1.840486 0.445197 0.202 -0.707 -0.259 0.17
H -3.663595 -0.303631 0.575734 1.766 0.689 0.214 0.19
H -2.874563 0.679588 1.812341 -0.248 -0.550 -0.176 0.15
H 2.771030 0.130017 -2.109847 -1.161 0.527 1.448 0.14
H 1.617428 0.694197 1.183569 1.122 0.646 1.416 0.09
```
Forces are in eV/Å.

- molecular weight (u) = 112.2
- energy relative to the best compared isomer or geometry (same formula, charge and spin) (kJ/mol) = 451.2
- charge = +1
- HOMO-LUMO gap (eV) = 5.198
- multiplicity = 1